{
  "formula": "C22H34N2O2",
  "method": "ωB97M-V/def2-TZVPD",
  "homo_ev": -8.02,
  "e_above_lowest_kj_mol": 112.4,
  "smiles": "CCOc1ccc(CC(=O)NCC2(N3CCCCC3)CCCCC2)cc1",
  "gap_ev": 8.7804,
  "molar_mass_g_mol": 358.526,
  "e_tot_ha": -1118.7309,
  "symbols": ["C", "C", "O", "C", "C", "C", "C", "C", "C", "O", "N", "C", "C", "N", "C", "C", "C", "C", "C", "C", "C", "C", "C", "C", "C", "C", "H", "H", "H", "H", "H", "H", "H", "H", "H", "H", "H", "H", "H", "H", "H", "H", "H", "H", "H", "H", "H", "H", "H", "H", "H", "H", "H", "H", "H", "H", "H", "H", "H", "H"],
  "coordinates": [[-2.5490, -3.3119, -0.6295], [-3.2421, -3.5821, 0.7031], [-3.4641, -2.4013, 1.4474], [-2.4140, -1.7699, 2.0412], [-2.6918, -0.5051, 2.5620], [-1.7010, 0.2374, 3.1688], [-0.4030, -0.2544, 3.2790], [0.7128, 0.6026, 3.7997], [1.4371, 1.2661, 2.6212], [2.6327, 1.1725, 2.4407], [0.6078, 1.9577, 1.8155], [1.0167, 2.6002, 0.5920], [0.5418, 1.8827, -0.7087], [1.2547, 0.6421, -0.9965], [2.7042, 0.7346, -1.0851], [3.2354, -0.4418, -1.9037], [2.8712, -1.7547, -1.2226], [1.3658, -1.7854, -0.9911], [0.9330, -0.5396, -0.2165], [-0.9806, 1.6497, -0.6439], [-1.5088, 1.0497, -1.9449], [-1.2190, 1.9730, -3.1225], [0.2752, 2.2651, -3.1938], [0.7527, 2.8706, -1.8787], [-0.1450, -1.5304, 2.7988], [-1.1300, -2.2850, 2.1865], [-3.1332, -2.6029, -1.2110], [-2.4574, -4.2382, -1.1898], [-1.5575, -2.8931, -0.4751], [-4.2452, -3.9805, 0.5276], [-2.6806, -4.3162, 1.2941], [-3.6968, -0.1238, 2.4709], [-1.9452, 1.2121, 3.5704], [0.3301, 1.3870, 4.4556], [1.4465, 0.0104, 4.3468], [-0.3802, 1.9329, 2.0117], [0.6259, 3.6233, 0.5913], [2.1069, 2.6449, 0.6067], [2.9949, 1.6620, -1.5753], [3.1694, 0.7096, -0.0853], [2.7904, -0.4119, -2.9003], [4.3181, -0.3524, -2.0079], [3.1847, -2.6052, -1.8316], [3.3857, -1.8169, -0.2609], [1.0848, -2.6780, -0.4279], [0.8487, -1.8065, -1.9528], [-0.1362, -0.5991, -0.0242], [1.4544, -0.5384, 0.7535], [-1.2560, 1.0067, 0.1934], [-1.4593, 2.6183, -0.4777], [-2.5845, 0.8803, -1.8555], [-1.0246, 0.0891, -2.1187], [-1.7682, 2.9099, -2.9972], [-1.5570, 1.5097, -4.0515], [0.4851, 2.9535, -4.0150], [0.8183, 1.3372, -3.3717], [0.1777, 3.7761, -1.6724], [1.7976, 3.1685, -1.9576], [0.8491, -1.9416, 2.8941], [-0.8790, -3.2697, 1.8249]],
  "lowdin_charge": [-0.05, -0.24, -0.05, -0.27, 0.00, -0.06, -0.25, -0.05, -0.50, 0.06, 0.09, -0.09, -0.42, -0.09, -0.18, -0.18, -0.20, -0.18, -0.19, -0.13, -0.18, -0.20, -0.19, -0.14, -0.04, -0.02, 0.08, 0.08, 0.05, 0.12, 0.12, 0.12, 0.12, 0.12, 0.12, 0.12, 0.13, 0.12, 0.11, 0.12, 0.11, 0.11, 0.11, 0.11, 0.10, 0.11, 0.10, 0.11, 0.09, 0.13, 0.11, 0.10, 0.11, 0.11, 0.11, 0.11, 0.12, 0.11, 0.13, 0.11]
}

***

{
  "formula": "C22H34N2O4",
  "method": "ωB97M-V/def2-TZVPD",
  "homo_ev": -8.12,
  "e_above_lowest_kj_mol": 297.8,
  "smiles": "COc1ccc(C(=O)NCC2(N3CCCCC3)CCCCC2)c(OC)c1OC",
  "gap_ev": 8.7459,
  "molar_mass_g_mol": 390.524,
  "e_tot_ha": -1269.1585,
  "symbols": ["C", "O", "C", "C", "C", "C", "C", "O", "N", "C", "C", "N", "C", "C", "C", "C", "C", "C", "C", "C", "C", "C", "C", "O", "C", "C", "O", "C", "H", "H", "H", "H", "H", "H", "H", "H", "H", "H", "H", "H", "H", "H", "H", "H", "H", "H", "H", "H", "H", "H", "H", "H", "H", "H", "H", "H", "H", "H", "H", "H", "H", "H"],
  "coordinates": [[5.6153, 2.7963, -0.1105], [5.1213, 1.6595, 0.5761], [3.9681, 1.0947, 0.0898], [3.9852, -0.2673, -0.1834], [2.8428, -0.8892, -0.6304], [1.6617, -0.1868, -0.8504], [0.5192, -1.0153, -1.3565], [0.7162, -2.1260, -1.8252], [-0.7112, -0.4812, -1.2571], [-1.9030, -1.2545, -1.4945], [-2.8534, -1.1993, -0.2668], [-1.9811, -1.1599, 0.9181], [-2.5167, -0.7151, 2.1887], [-1.3625, -0.3113, 3.1088], [-0.4340, -1.4929, 3.3535], [0.0211, -2.0373, 2.0061], [-1.1949, -2.3642, 1.1413], [-3.7064, 0.0810, -0.3576], [-4.6733, 0.0895, -1.5415], [-5.5895, -1.1277, -1.4881], [-4.7634, -2.4082, -1.4585], [-3.8072, -2.4119, -0.2691], [1.6287, 1.1905, -0.5730], [0.4567, 1.8614, -0.7824], [0.4696, 3.2273, -1.1534], [2.7768, 1.8158, -0.0644], [2.7213, 3.1544, 0.3141], [2.7487, 3.3397, 1.7176], [4.8971, 3.6181, -0.1294], [5.8852, 2.5336, -1.1387], [6.5085, 3.1008, 0.4322], [4.9033, -0.8118, -0.0334], [2.8362, -1.9455, -0.8519], [-0.8270, 0.3893, -0.7650], [-2.4099, -0.8696, -2.3821], [-1.5873, -2.2771, -1.7132], [-3.1508, 0.1585, 2.0521], [-3.1143, -1.5027, 2.6853], [-0.8027, 0.4927, 2.6272], [-1.7660, 0.0646, 4.0515], [0.4241, -1.1876, 3.9555], [-0.9707, -2.2719, 3.9012], [0.6311, -1.2908, 1.4946], [0.6236, -2.9376, 2.1359], [-0.8486, -2.7706, 0.1941], [-1.7902, -3.1418, 1.6534], [-3.0492, 0.9519, -0.4012], [-4.3236, 0.1648, 0.5371], [-4.1378, 0.1019, -2.4916], [-5.2700, 1.0038, -1.4965], [-6.2568, -1.1321, -2.3522], [-6.2079, -1.0763, -0.5884], [-4.1970, -2.5015, -2.3862], [-5.4267, -3.2735, -1.3880], [-3.2266, -3.3354, -0.2775], [-4.3899, -2.3891, 0.6560], [0.4605, 3.8822, -0.2797], [1.3354, 3.4661, -1.7718], [-0.4445, 3.3805, -1.7297], [2.7408, 4.4168, 1.8782], [3.6473, 2.9075, 2.1656], [1.8661, 2.8915, 2.1875]],
  "lowdin_charge": [-0.06, -0.09, -0.22, 0.01, -0.01, -0.06, -0.45, 0.05, 0.10, -0.10, -0.41, -0.11, -0.19, -0.18, -0.21, -0.17, -0.18, -0.13, -0.19, -0.20, -0.19, -0.13, -0.13, -0.09, -0.05, -0.14, -0.15, -0.05, 0.08, 0.10, 0.09, 0.12, 0.12, 0.12, 0.12, 0.12, 0.10, 0.13, 0.11, 0.11, 0.11, 0.11, 0.10, 0.12, 0.11, 0.13, 0.12, 0.11, 0.10, 0.11, 0.11, 0.11, 0.11, 0.11, 0.11, 0.12, 0.09, 0.10, 0.10, 0.10, 0.09, 0.10]
}

***

{
  "formula": "C22H34N2O4",
  "method": "ωB97M-V/def2-TZVPD",
  "homo_ev": -8.33,
  "e_above_lowest_kj_mol": 110.2,
  "smiles": "COc1ccc(CCNC(=O)CCC(=O)N[C@H]2CCC[C@@H](C)[C@@H]2C)cc1OC",
  "gap_ev": 8.9241,
  "molar_mass_g_mol": 390.524,
  "e_tot_ha": -1269.2299,
  "symbols": ["C", "O", "C", "C", "C", "C", "C", "C", "N", "C", "O", "C", "C", "C", "O", "N", "C", "C", "C", "C", "C", "C", "C", "C", "C", "C", "O", "C", "H", "H", "H", "H", "H", "H", "H", "H", "H", "H", "H", "H", "H", "H", "H", "H", "H", "H", "H", "H", "H", "H", "H", "H", "H", "H", "H", "H", "H", "H", "H", "H", "H", "H"],
  "coordinates": [[4.7106, 0.2629, -0.4649], [4.6935, -0.5504, 0.6864], [3.5070, -0.9697, 1.2087], [3.5899, -2.0888, 2.0422], [2.4735, -2.6474, 2.6191], [1.2128, -2.1096, 2.3825], [-0.0313, -2.7801, 2.8881], [-0.3247, -4.0392, 2.0500], [-0.4214, -3.7491, 0.6416], [0.6176, -3.9475, -0.1956], [1.6546, -4.4858, 0.1381], [0.3702, -3.4505, -1.6126], [0.4755, -1.9250, -1.6866], [-0.7944, -1.2269, -1.2205], [-1.8459, -1.8127, -1.0220], [-0.6704, 0.1069, -1.1024], [-1.7967, 0.9774, -0.8188], [-1.9506, 1.2070, 0.6871], [-3.1304, 2.1269, 0.9688], [-2.9392, 3.4516, 0.2422], [-2.8091, 3.2409, -1.2679], [-2.6599, 4.5932, -1.9637], [-1.6308, 2.3027, -1.5781], [-1.5077, 2.0303, -3.0774], [1.1282, -0.9784, 1.5937], [2.2486, -0.3981, 1.0083], [2.0503, 0.7407, 0.2145], [2.0012, 1.9335, 0.9674], [4.4931, 1.3093, -0.2331], [5.7256, 0.1908, -0.8561], [4.0040, -0.0926, -1.2184], [4.5681, -2.5138, 2.2004], [2.5766, -3.5245, 3.2386], [-0.8794, -2.0959, 2.8185], [0.0894, -3.0805, 3.9304], [-1.2563, -4.5013, 2.3891], [0.4972, -4.7505, 2.1624], [-1.2194, -3.2276, 0.3009], [1.1235, -3.9028, -2.2575], [-0.6232, -3.7570, -1.9445], [0.6342, -1.6233, -2.7263], [1.3276, -1.5753, -1.1022], [0.2539, 0.5161, -1.0830], [-2.6856, 0.4511, -1.1851], [-1.0361, 1.6598, 1.0776], [-2.1006, 0.2435, 1.1784], [-3.2202, 2.2976, 2.0435], [-4.0515, 1.6511, 0.6263], [-2.0394, 3.9467, 0.6162], [-3.7875, 4.1084, 0.4445], [-3.7272, 2.7636, -1.6285], [-3.4527, 5.2652, -1.6427], [-2.7229, 4.4940, -3.0431], [-1.7047, 5.0492, -1.7109], [-0.7063, 2.7787, -1.2283], [-2.4570, 1.6784, -3.4754], [-1.2153, 2.9274, -3.6150], [-0.7574, 1.2659, -3.2648], [0.1670, -0.5262, 1.4008], [2.9505, 2.1227, 1.4808], [1.8058, 2.7386, 0.2597], [1.2045, 1.8982, 1.7183]],
  "lowdin_charge": [-0.07, -0.07, -0.20, 0.02, -0.03, -0.23, -0.12, -0.16, 0.08, -0.50, 0.06, -0.08, -0.08, -0.48, 0.05, 0.10, -0.28, -0.14, -0.19, -0.18, -0.35, -0.07, -0.30, -0.05, 0.03, -0.22, -0.17, -0.08, 0.08, 0.10, 0.10, 0.12, 0.12, 0.11, 0.12, 0.12, 0.12, 0.12, 0.12, 0.12, 0.13, 0.11, 0.13, 0.16, 0.10, 0.11, 0.11, 0.12, 0.12, 0.11, 0.15, 0.08, 0.07, 0.09, 0.15, 0.09, 0.07, 0.07, 0.11, 0.10, 0.09, 0.09]
}